# C49H63CaN8O5PSe2Te

A structure of composition C49H63CaN8O5PSe2Te (the ωB97M-V functional and the def2-TZVPD basis, the OMol25 dataset).

- Lowest unoccupied orbital energy (spin up / spin down): 0.0788 / 0.0769 Eh
- Multiplicity: 2
- Frontier orbital gap (spin up / spin down): 6.03 / 5.98 eV
- Net charge: -1
- ΔE to the lowest compared entry with this formula, charge and spin: 110.3 kJ/mol
- HOMO energy (spin up / spin down): -0.1429 / -0.1429 hartree

Positions of all 130 atoms, in Å:
Ca  0.3242  0.4685  -0.0196
C  0.0626  2.4741  3.8841
N  -0.7750  3.2346  2.9566
C  -2.0997  3.5099  3.4619
C  -0.6317  2.9739  1.6174
O  0.6913  2.8372  1.1991
C  -1.6611  3.0671  0.5731
O  -1.8645  1.7613  -0.0447
C  -2.1901  1.8002  -1.4120
C  -0.9274  2.0604  -2.2355
O  0.1365  2.2272  -1.6369
N  -1.0055  2.0460  -3.5709
C  0.2336  2.0064  -4.3461
C  -2.2261  1.6907  -4.2714
H  0.2541  3.0818  4.7701
H  1.0047  2.2153  3.4088
H  -0.4280  1.5404  4.1798
H  -2.0110  3.8258  4.5006
H  -2.7555  2.6278  3.4267
H  -2.5652  4.3209  2.9030
H  -1.3614  3.7743  -0.2031
H  -2.6177  3.3813  0.9913
H  -2.9619  2.5492  -1.6223
H  -2.5846  0.8088  -1.6562
H  1.0773  1.8817  -3.6730
H  0.3565  2.9208  -4.9301
H  0.2035  1.1514  -5.0236
H  -3.1045  2.0799  -3.7609
H  -2.3231  0.6055  -4.3724
H  -2.1974  2.1317  -5.2666
Se  -0.4593  -3.8572  1.0820
P  -2.2470  -3.4090  -0.0303
Se  -3.2202  -1.4928  0.1613
C  -1.9890  -3.8145  -1.8015
C  -1.1613  -4.8806  -2.1463
C  -1.0722  -5.2999  -3.4647
C  -1.7989  -4.6496  -4.4531
C  -2.5984  -3.5669  -4.1182
C  -2.6947  -3.1511  -2.7963
C  -3.4767  -4.7143  0.3976
C  -3.0421  -6.0157  0.6510
C  -3.9577  -7.0228  0.9197
C  -5.3176  -6.7415  0.9456
C  -5.7568  -5.4504  0.6972
C  -4.8420  -4.4401  0.4211
H  -0.5685  -5.3601  -1.3763
H  -0.4123  -6.1190  -3.7244
H  -1.7231  -4.9725  -5.4852
H  -3.1514  -3.0411  -4.8889
H  -3.3139  -2.3049  -2.5231
H  -1.9798  -6.2217  0.6565
H  -3.6073  -8.0301  1.1146
H  -6.0310  -7.5280  1.1645
H  -6.8168  -5.2242  0.7187
H  -5.1715  -3.4280  0.2320
C  -0.7176  -2.9912  4.5706
N  -0.9573  -1.6740  3.9970
C  -2.3703  -1.3305  3.9982
C  -0.1778  -1.0962  3.0190
N  -0.6004  -0.2515  2.1501
N  1.1735  -1.4139  3.1001
C  2.1589  -1.0947  2.1712
N  3.1057  -2.1084  2.0629
N  2.2043  0.0277  1.5705
H  -0.8700  -2.9495  5.6518
H  0.2842  -3.3651  4.3837
H  -1.3919  -3.7252  4.1231
H  -2.8030  -1.6867  4.9332
H  -2.9030  -1.7793  3.1532
H  -2.4971  -0.2471  3.9602
H  -1.6138  -0.2725  2.0780
H  1.4049  -2.1978  3.6781
H  2.6798  -3.0201  1.9498
H  3.7691  -1.9313  1.3198
H  2.9909  0.0523  0.9180
C  10.8605  0.7723  -2.1942
C  9.3858  0.5220  -2.0215
C  8.6474  -0.1368  -2.9937
C  7.2759  -0.3550  -2.8573
C  6.5774  -1.0795  -3.9818
C  6.5889  0.1031  -1.7155
Te  4.3858  -0.2847  -1.4444
N  2.0061  -0.3322  -1.4538
C  1.1767  -1.2721  -1.7546
O  -0.1005  -1.2666  -1.4387
C  1.5927  -2.4659  -2.5874
C  2.4557  -3.4456  -2.1095
C  2.8810  -4.4807  -2.9324
C  2.4617  -4.5409  -4.2544
C  1.5877  -3.5746  -4.7372
C  1.1444  -2.5584  -3.9046
C  4.0493  0.8018  -3.2366
C  3.4412  0.1000  -4.2775
C  3.2228  0.6864  -5.5118
C  3.5896  2.0127  -5.7155
C  4.1727  2.7208  -4.6794
C  4.4253  2.1335  -3.4328
C  5.1018  2.9675  -2.3786
C  7.3429  0.7550  -0.7240
C  6.7379  1.2783  0.5598
C  8.7138  0.9538  -0.8877
H  11.2615  0.1969  -3.0296
H  11.4206  0.4988  -1.2974
H  11.0635  1.8278  -2.3937
H  9.1516  -0.5015  -3.8855
H  7.2896  -1.6806  -4.5518
H  6.1042  -0.3763  -4.6720
H  5.7877  -1.7325  -3.6089
H  2.8005  -3.3883  -1.0845
H  3.5545  -5.2360  -2.5437
H  2.8061  -5.3394  -4.9014
H  1.2354  -3.6246  -5.7618
H  0.4390  -1.8179  -4.2681
H  3.1457  -0.9277  -4.1129
H  2.7667  0.1092  -6.3089
H  3.4221  2.4918  -6.6733
H  4.4497  3.7597  -4.8287
H  4.8448  4.0224  -2.5049
H  6.1883  2.8691  -2.4428
H  4.8175  2.6496  -1.3746
H  5.6513  1.3050  0.5188
H  7.1012  2.2874  0.7727
H  7.0192  0.6487  1.4096
H  9.2676  1.4669  -0.1038
C  2.5914  3.4475  -0.0493
C  1.2640  3.8744  0.4926
O  0.7283  4.9360  0.3692
H  3.0867  4.2877  -0.5263
H  2.4454  2.6442  -0.7768
H  3.2068  3.0445  0.7567

Atom charges from the Löwdin analysis, given in e for atoms 1 to 4: atom 1 (Ca): 1.3202, atom 2 (C): -0.0422, atom 3 (N): -0.1477, atom 4 (C): -0.0671

***

# C38H30BrI2KN5O2P2Se

A structure of composition C38H30BrI2KN5O2P2Se at a distorted geometry (the ωB97M-V functional and the def2-TZVPD basis, the OMol25 dataset).

- Lowest unoccupied orbital energy: 0.0694 Eh
- Frontier orbital gap: 6.65 eV
- Net charge: -1
- ΔE to the lowest compared entry with this formula, charge and spin: 41.8 kJ/mol
- HOMO energy: -0.1749 hartree

Positions of all 82 atoms, in Å:
K  0.3533  -0.1282  -0.0843
Br  0.8149  -3.2174  -3.1335
C  1.4352  -3.6689  -1.3918
C  2.0732  -4.8840  -1.2099
C  2.5646  -5.1546  0.0587
C  2.3997  -4.2202  1.0655
C  1.7145  -3.0485  0.7815
N  1.2407  -2.7751  -0.4458
C  1.4514  -2.0236  1.8959
O  2.2864  -1.9802  2.8085
O  0.4007  -1.3428  1.7420
H  2.1877  -5.5761  -2.0306
H  3.0808  -6.0887  0.2467
H  2.7815  -4.3629  2.0663
N  0.8663  3.0651  1.8043
P  2.1012  2.0577  1.0983
C  3.2782  1.9074  2.5101
C  3.4603  2.9282  3.4420
C  4.3488  2.7668  4.4931
C  5.0623  1.5782  4.6258
C  4.8794  0.5560  3.7080
C  3.9850  0.7188  2.6555
C  3.0550  3.2488  0.0834
C  3.9361  2.6782  -0.8348
C  4.7212  3.4730  -1.6535
C  4.6294  4.8566  -1.5668
C  3.7570  5.4355  -0.6558
C  2.9741  4.6346  0.1678
P  -0.7747  2.4511  1.6454
C  -1.6659  4.0097  2.0534
C  -1.4042  4.7076  3.2366
C  -2.0688  5.8925  3.5102
C  -3.0072  6.3907  2.6088
C  -3.2730  5.7055  1.4352
C  -2.5973  4.5202  1.1578
C  -1.0019  1.5636  3.2409
C  -2.3007  1.4584  3.7484
C  -2.5636  0.6945  4.8739
C  -1.5301  0.0061  5.5020
C  -0.2429  0.0884  4.9966
C  0.0203  0.8646  3.8725
H  0.8845  4.0008  1.4145
H  2.8920  3.8467  3.3473
H  4.4835  3.5640  5.2152
H  5.7473  1.4470  5.4551
H  5.4098  -0.3815  3.8212
H  3.8094  -0.1009  1.9692
H  3.9855  1.6006  -0.9392
H  5.3707  3.0041  -2.3822
H  5.2280  5.4833  -2.2168
H  3.6796  6.5143  -0.5856
H  2.3160  5.1224  0.8801
H  -0.6822  4.3060  3.9387
H  -1.8635  6.4272  4.4299
H  -3.5307  7.3139  2.8271
H  -4.0024  6.0904  0.7334
H  -2.7980  3.9855  0.2351
H  -3.1133  1.9901  3.2629
H  -3.5755  0.6304  5.2572
H  -1.7356  -0.5978  6.3784
H  0.5690  -0.4702  5.4481
H  1.0315  0.8836  3.4881
I  -2.9728  -1.6443  -2.5875
C  -1.8665  -0.1263  -3.5821
I  -2.3425  1.8378  -2.9350
H  -2.0989  -0.1905  -4.6360
H  -0.8054  -0.2783  -3.3957
Se  1.4358  1.2468  -2.9412
C  3.1186  0.6513  -3.2800
N  4.2105  0.3143  -3.4998
N  -7.0283  1.7341  0.8472
C  -6.0976  1.0738  0.9926
C  -4.9306  0.2496  1.1839
C  -4.9834  -0.8964  1.9733
C  -3.8295  -1.6337  2.1375
C  -2.6640  -1.2064  1.5112
N  -2.6134  -0.1144  0.7430
C  -3.7221  0.5953  0.5872
H  -5.9125  -1.1863  2.4468
H  -3.8192  -2.5235  2.7524
H  -1.7231  -1.7333  1.6498
H  -3.6544  1.4786  -0.0403

Atom charges from the Löwdin analysis, given in e for atoms 1 to 4: atom 1 (K): 0.4032, atom 2 (Br): 0.7283, atom 3 (C): -0.7238, atom 4 (C): -0.1177

***

# C15H26F2O9STl

A structure of composition C15H26F2O9STl at a distorted geometry (the ωB97M-V functional and the def2-TZVPD basis, the OMol25 dataset).

- Lowest unoccupied orbital energy: -0.3881 Eh
- Frontier orbital gap: 1.61 eV
- Net charge: +1
- ΔE to the lowest compared entry with this formula, charge and spin: 457.2 kJ/mol
- HOMO energy: -0.4472 hartree

Positions of all 54 atoms, in Å:
Tl  -1.0926  0.6149  0.4016
F  -5.2877  0.9293  -0.0912
F  -0.3292  4.8242  0.5760
O  2.7242  -2.6344  2.6483
C  3.5128  -3.3014  3.3009
O  3.9367  -4.4946  2.8306
C  4.9566  -5.0144  3.6008
C  5.4014  -3.8767  4.4089
C  4.1892  -2.9110  4.5400
H  5.6199  -5.5157  2.8960
H  4.5419  -5.8298  4.1935
H  6.2165  -3.3406  3.9227
H  5.7393  -4.1389  5.4115
H  4.3965  -1.8414  4.5093
H  3.5113  -3.1095  5.3702
O  -0.3156  3.2713  -4.0733
C  -0.2968  4.2971  -4.7204
O  -0.7972  4.4667  -5.8977
C  -0.3684  5.6304  -6.6221
C  0.4019  6.4114  -5.5063
C  0.1808  5.6401  -4.2016
H  -1.0631  6.2928  -7.1385
H  0.2778  5.3099  -7.4392
H  0.0156  7.4255  -5.4033
H  1.4624  6.4169  -5.7579
H  -0.5100  6.1325  -3.5172
H  1.1287  5.4895  -3.6850
O  2.1292  2.6079  4.0492
C  2.1748  3.1766  5.1870
O  3.2938  2.9953  5.9113
C  3.1616  3.6826  7.1708
C  2.1094  4.6644  6.9618
C  1.2115  4.1186  5.8796
H  4.0742  4.2581  7.3259
H  3.0389  3.0848  8.0740
H  2.6072  5.5759  6.6310
H  1.5890  4.8832  7.8942
H  0.8651  4.8523  5.1517
H  0.3908  3.5181  6.2720
O  -3.5281  -2.5675  -3.3530
S  -4.4659  -3.3717  -4.0790
O  -4.6198  -3.1471  -5.5264
O  -4.1175  -4.9651  -3.8076
C  -5.0014  -5.9578  -4.4647
C  -4.1710  -7.2271  -4.3426
C  -6.1895  -3.2618  -3.3261
H  -5.1194  -5.6057  -5.4895
H  -5.9669  -6.0910  -3.9766
H  -3.5004  -7.3410  -5.1943
H  -4.8543  -8.0763  -4.3383
H  -3.6272  -7.2426  -3.3981
H  -6.8013  -3.9851  -3.8652
H  -6.5802  -2.2984  -3.6537
H  -6.2557  -3.4233  -2.2501

Atom charges from the Löwdin analysis, given in e for atoms 1 to 4: atom 1 (Tl): 0.9577, atom 2 (F): -0.2742, atom 3 (F): -0.2765, atom 4 (O): 0.1084